1.
Density functional theory data (ωB97M-V/def2-TZVPD) for the ion C14H23N2O with charge +1 at a distorted geometry.

Output
SMILES	CCn1c(C)c2c([n+]1CC)CC(C)(C)CC2=O
max |F|	4.3	eV/Å
energy above the lowest of the compared OMol25 structures with the same formula, charge and spin	1.257	eV
E_tot	-731.7158	Eh
molar mass	235.35	g/mol
E_HOMO	-12.7	eV
net charge	+1
LUMO level	-3.30	eV

XYZ file:
```
40
Properties=species:S:1:pos:R:3:forces:R:3
C 0.817 3.343 1.758 -0.760 -0.257 -2.227
C 1.086 2.011 2.464 0.261 2.471 0.666
N 0.879 0.952 1.554 0.886 -2.393 -1.801
C 1.917 0.414 0.726 -3.300 0.018 0.247
C 3.391 0.324 1.056 -0.103 1.494 -1.918
C 1.190 -0.081 -0.364 -0.544 -0.703 -0.142
C -0.228 0.200 -0.259 3.217 -0.740 0.440
N -0.380 0.747 0.935 -0.208 0.921 -0.789
C -1.754 1.013 1.458 -0.715 0.285 0.755
C -2.367 -0.189 2.210 0.073 -0.435 -0.166
C -1.201 -0.178 -1.336 0.430 -0.708 1.357
C -0.708 -1.515 -1.996 0.245 0.099 -0.306
C -1.473 -1.647 -3.296 -2.863 2.427 1.154
C -1.032 -2.719 -0.967 2.207 0.400 -2.360
C 0.785 -1.479 -2.530 -0.914 -1.241 2.510
C 1.717 -0.885 -1.486 2.044 2.474 -2.557
O 2.898 -0.731 -1.809 -0.951 -0.916 0.974
H -0.248 3.572 1.512 0.583 -0.607 0.321
H 1.139 4.191 2.287 0.674 0.936 0.972
H 1.341 3.355 0.763 -0.288 -0.023 0.893
H 2.153 2.067 2.805 -1.060 -0.739 -0.261
H 0.422 1.935 3.311 0.022 -0.318 0.517
H 3.977 0.028 0.165 -0.811 0.041 0.234
H 3.835 1.285 1.329 -0.365 0.092 0.200
H 3.632 -0.369 1.797 -0.051 -1.171 1.465
H -2.508 1.405 0.653 2.010 -0.724 1.170
H -1.693 1.764 2.231 0.321 0.663 -0.219
H -2.957 -0.819 1.515 -0.113 0.456 0.791
H -1.668 -0.870 2.699 0.616 0.161 -0.466
H -2.870 0.202 3.109 -0.699 -0.191 -0.813
H -2.179 -0.378 -0.880 0.079 0.082 -0.245
H -1.323 0.677 -2.003 0.186 -0.128 -0.286
H -1.283 -2.554 -3.659 1.042 -3.711 -1.949
H -1.312 -0.890 -4.075 0.460 -0.046 0.483
H -2.580 -1.667 -3.187 0.430 0.172 0.379
H -0.894 -3.691 -1.509 0.282 0.798 0.593
H -0.434 -2.692 -0.034 -0.393 0.025 -0.554
H -2.058 -2.664 -0.813 -1.865 0.120 0.839
H 0.791 -0.937 -3.483 0.566 -0.036 0.428
H 1.178 -2.529 -2.650 -0.633 0.950 -0.327
```
Positions in Å, forces in eV/Å.

---

2.
Density functional theory data (ωB97M-V/def2-TZVPD) for a structure of composition C4H18CrN4O6 at a distorted geometry.

Output
max |F|	2.7	eV/Å
<S²>	6.005
energy above the lowest of the compared OMol25 structures with the same formula, charge and spin	1.412	eV
E_tot	-1878.1250	Eh
molar mass	270.21	g/mol
E_HOMO (alpha / beta)	-5.5 / -5.8	eV
LUMO level (alpha / beta)	-0.20 / -0.21	eV
2S+1	5

XYZ file:
```
33
Properties=species:S:1:pos:R:3:forces:R:3
Cr 0.434 0.311 -0.606 0.220 -1.955 -1.897
C 3.599 -0.315 -1.981 -1.720 -0.173 -0.124
O 2.447 -0.112 -1.242 -0.756 0.845 0.959
H 3.830 -1.389 -1.914 0.839 0.097 -0.003
H 3.388 -0.138 -3.050 0.306 0.084 -0.163
H 4.419 0.356 -1.691 0.333 -0.286 0.080
C -1.378 -0.799 -3.341 0.376 0.121 0.655
O -0.781 -0.738 -2.102 0.063 0.483 1.070
H -1.181 -1.775 -3.812 0.282 0.106 -0.414
H -2.484 -0.746 -3.365 -0.191 0.188 0.390
H -1.041 0.034 -3.979 0.080 -0.159 -0.487
C -2.063 1.627 1.310 0.763 -0.260 -2.051
O -1.499 0.855 0.533 -0.400 0.707 0.614
N -2.306 2.924 1.002 0.082 0.418 0.281
N -2.550 1.233 2.481 -0.777 -1.113 2.041
H -2.894 3.474 1.600 0.045 0.230 -0.168
H -1.838 3.338 0.222 -0.077 0.062 0.004
H -2.749 1.819 3.271 -0.054 0.314 -0.255
H -2.619 0.247 2.662 0.156 0.020 -0.216
C 0.200 -2.337 1.436 0.816 0.621 -0.836
O 0.255 -1.401 0.658 -0.169 0.059 -0.076
N 0.781 -3.535 1.183 -0.152 -0.125 0.131
N -0.377 -2.245 2.655 -0.146 -0.401 0.575
H 0.842 -4.199 1.929 0.136 -0.335 -0.201
H 1.284 -3.680 0.325 0.018 0.175 0.004
H -0.935 -1.458 2.913 0.142 0.127 -0.097
H -0.285 -3.030 3.268 -0.361 0.110 0.297
O 1.473 1.200 1.363 -0.123 0.302 0.413
H 1.346 2.052 1.793 -0.015 -0.018 -0.072
H 2.297 0.853 1.723 0.053 -0.153 -0.392
O 0.177 2.174 -1.590 0.222 0.637 0.042
H -0.620 2.707 -1.577 -0.225 -0.346 -0.126
H 0.829 2.691 -2.078 0.234 -0.381 0.022
```
Positions in Å, forces in eV/Å.

---

3.
Density functional theory data (ωB97M-V/def2-TZVPD) for a cluster of 6 separate species, C20H56N5O6 in total at a distorted geometry.

Output
max |F|	14.2	eV/Å
energy above the lowest of the compared OMol25 structures with the same formula, charge and spin	3.373	eV
E_tot	-1520.2997	Eh
molar mass	462.70	g/mol
E_HOMO	-5.3	eV
net charge	-1
LUMO level	2.70	eV

XYZ file:
```
87
Properties=species:S:1:pos:R:3:forces:R:3
O -0.189 -0.435 0.538 -4.711 2.369 1.248
H 0.574 -0.793 0.288 4.932 -2.769 -1.314
C 3.690 1.383 1.213 -4.945 -1.821 -0.844
C 2.480 1.836 2.058 0.937 0.967 -0.821
C 1.631 2.919 1.356 0.744 -1.504 -1.371
O 2.261 4.127 1.225 2.831 1.665 0.141
C 1.526 5.306 0.953 1.694 -0.148 4.042
N 1.663 0.695 2.379 -0.092 1.006 0.775
H 3.492 0.967 0.202 -0.586 0.301 0.646
H 4.240 0.694 1.703 1.498 -2.659 1.930
H 4.299 2.117 1.088 3.805 5.087 -1.028
H 2.807 2.333 2.975 0.514 -0.332 0.190
H 0.628 2.949 1.651 -1.676 0.560 1.872
H 1.439 2.508 0.398 0.106 -0.539 -1.765
H 2.114 6.206 0.695 0.338 -0.916 0.011
H 1.068 5.506 1.948 -0.630 0.490 -0.883
H 0.895 5.062 0.216 -2.985 -0.280 -2.768
H 0.940 1.206 2.847 -0.822 -0.410 1.839
H 1.067 0.592 1.589 -0.334 -1.375 -1.744
C 2.215 -3.581 1.281 0.062 4.852 0.753
C 0.904 -3.552 2.069 -0.509 -0.554 2.115
C 0.890 -4.674 3.222 -0.149 4.416 1.828
O 0.993 -5.897 2.663 0.891 -1.759 -1.382
C 1.226 -6.985 3.493 -0.449 3.064 0.932
N 0.515 -2.299 2.729 5.803 -2.128 2.627
H 3.109 -3.280 1.935 -1.235 0.048 -1.030
H 2.211 -3.109 0.229 -0.099 -0.159 1.866
H 2.315 -4.536 1.125 1.078 -5.531 -1.195
H 0.086 -3.686 1.431 -1.108 -1.287 -1.389
H -0.093 -4.585 3.823 1.270 0.074 -0.875
H 1.739 -4.198 4.041 -1.617 -1.978 -2.035
H 0.498 -7.097 4.222 -1.782 0.314 1.839
H 2.134 -6.935 3.978 2.322 0.588 1.246
H 1.225 -7.887 3.085 -0.093 -3.599 -3.156
H 0.015 -1.816 2.131 -4.500 2.836 -3.671
H 1.365 -1.795 2.436 0.049 0.760 1.703
C -4.042 2.130 2.585 3.923 -4.612 1.740
C -2.794 1.739 1.589 4.539 7.716 8.979
C -2.250 2.887 0.792 3.541 1.307 0.969
O -3.192 3.769 0.279 -2.643 -1.633 0.509
C -2.807 4.714 -0.608 1.431 -0.745 -1.580
N -1.758 1.016 2.323 -2.940 -4.661 -4.553
H -4.723 2.273 1.866 -3.365 0.955 -1.944
H -3.791 2.985 3.162 -0.179 0.601 0.877
H -4.285 1.029 3.239 0.753 3.686 -1.839
H -3.252 1.157 1.127 -6.597 -9.393 -8.318
H -1.398 2.460 0.020 -2.087 1.208 1.480
H -1.716 3.568 1.610 -0.066 -1.354 -1.478
H -3.562 5.394 -0.895 -1.311 0.702 0.368
H -2.542 4.239 -1.566 0.529 0.079 0.011
H -1.980 5.248 -0.203 1.059 0.814 0.069
H -1.312 1.666 2.746 4.107 5.292 4.243
H -1.063 0.575 1.657 -0.923 0.104 0.694
C -3.813 -1.820 -2.678 -3.441 1.671 4.030
C -2.701 -1.034 -2.024 -0.014 -0.186 -2.540
C -2.834 0.332 -2.581 2.736 3.225 3.369
O -2.188 0.327 -3.867 -2.831 -0.026 1.436
C -2.250 1.615 -4.366 1.602 -1.985 -5.137
N -2.673 -1.065 -0.628 0.305 -2.866 2.368
H -4.739 -1.231 -2.256 0.977 -0.396 -1.649
H -4.113 -2.622 -2.053 0.620 -1.964 0.122
H -3.867 -2.001 -3.707 0.267 -0.058 -1.368
H -1.811 -1.533 -2.365 1.051 0.548 -0.900
H -2.109 1.002 -1.785 -1.514 -1.203 -2.182
H -3.870 0.902 -2.319 1.906 -1.619 -1.701
H -2.369 1.447 -5.649 1.044 1.059 3.655
H -1.424 2.123 -3.935 1.440 0.953 -0.632
H -3.044 2.188 -4.111 -3.144 1.250 0.959
H -2.142 -1.994 -0.526 -1.373 1.620 0.965
H -1.985 -0.461 -0.150 -0.067 -0.101 -0.887
C 1.028 -0.018 -4.078 0.808 0.621 2.354
C 1.212 -0.305 -2.487 -1.083 0.223 0.023
C 2.615 -0.685 -2.073 -5.085 -8.434 1.812
O 3.109 -1.869 -2.833 -3.463 3.067 1.097
C 4.270 -2.374 -2.376 2.215 -2.104 -4.546
N 0.708 0.887 -1.656 4.040 -2.881 2.715
H -0.094 0.058 -4.229 1.690 0.316 -0.205
H 1.495 -0.771 -4.743 -0.399 0.179 0.613
H 1.681 0.932 -4.153 -1.562 -1.011 -0.468
H 0.584 -1.096 -2.091 -0.326 -0.786 -0.842
H 2.676 -0.937 -0.949 -0.484 0.010 -1.377
H 3.161 0.046 -2.135 6.456 7.825 -1.421
H 4.388 -2.597 -1.336 -0.001 0.065 0.737
H 5.115 -1.799 -2.893 -0.348 -0.406 1.504
H 4.249 -3.329 -3.070 0.823 0.913 1.995
H -0.050 1.136 -2.136 -3.922 1.657 -2.373
H 0.275 0.431 -0.684 0.755 1.112 -2.084
```
Positions in Å, forces in eV/Å.

---

4.
Density functional theory data (ωB97M-V/def2-TZVPD) for a structure of composition C13H42AlN2O17P2S5.

Output
max |F|	0.7	eV/Å
energy above the lowest of the compared OMol25 structures with the same formula, charge and spin	0.316	eV
E_tot	-4825.4462	Eh
molar mass	747.74	g/mol
E_HOMO	-4.6	eV
net charge	-1
LUMO level	1.35	eV

XYZ file:
```
82
Properties=species:S:1:pos:R:3:forces:R:3
N 0.122 1.981 3.464 0.277 0.168 -0.220
P -0.449 1.163 2.263 -0.359 0.436 0.489
O -0.595 -0.443 2.568 -0.104 -0.374 -0.258
O 0.639 1.163 1.036 0.059 -0.050 -0.284
Al -2.539 1.959 1.392 -0.042 0.121 0.073
O -2.222 2.125 -0.332 0.080 -0.057 0.118
C -3.070 3.663 2.239 -0.084 0.016 0.013
N -3.669 4.631 1.276 0.225 0.023 -0.030
P -4.143 0.201 1.588 -0.094 0.307 -0.568
O -3.521 -1.216 1.067 0.302 -0.145 -0.155
O -4.439 -0.138 3.146 -0.018 -0.130 0.525
S -5.792 0.572 0.615 -0.174 -0.189 0.011
H 1.047 2.363 3.284 0.024 -0.105 0.263
H 0.212 -0.920 2.323 0.007 -0.079 0.040
H 0.226 0.828 0.228 0.082 -0.016 -0.088
H -1.438 2.663 -0.475 0.026 0.016 -0.229
H -2.151 4.064 2.681 0.028 0.023 0.013
H -3.755 3.520 3.080 -0.031 -0.001 0.029
H -3.119 5.483 1.265 -0.111 0.011 0.033
H -3.613 4.266 0.332 -0.055 -0.017 0.017
H -2.586 -1.239 1.327 0.049 -0.094 0.106
H -5.170 -0.771 3.192 -0.130 0.111 0.052
O 0.992 -1.982 0.579 0.042 0.103 0.296
S 1.074 -3.293 0.010 -0.062 0.051 -0.290
O 1.088 -4.435 0.870 -0.013 -0.086 0.097
O 2.354 -3.327 -0.937 0.087 -0.132 -0.009
C 3.596 -2.853 -0.364 0.140 0.163 -0.014
C 4.219 -3.840 0.599 -0.075 -0.065 0.007
C -0.151 -3.457 -1.228 -0.028 0.030 -0.022
H 3.416 -1.885 0.107 -0.057 -0.014 0.017
H 4.236 -2.694 -1.230 -0.022 -0.029 -0.028
H 3.607 -3.969 1.490 0.000 0.020 -0.001
H 5.200 -3.472 0.902 0.012 0.007 -0.014
H 4.337 -4.815 0.126 0.026 0.007 -0.005
H -0.094 -2.575 -1.860 -0.077 -0.039 -0.068
H -1.107 -3.509 -0.710 0.000 0.012 0.005
H 0.033 -4.363 -1.799 0.006 -0.023 0.029
O 0.417 -1.521 -3.836 -0.044 -0.141 0.017
S 0.938 -0.184 -3.805 0.093 0.025 -0.081
O 0.498 0.703 -2.779 -0.020 0.080 0.219
O 0.706 0.475 -5.226 0.005 0.041 0.018
C -0.654 0.450 -5.740 -0.211 -0.012 -0.138
C -1.562 1.452 -5.061 0.090 0.014 0.093
C 2.691 -0.224 -3.834 0.081 -0.001 -0.041
H -1.038 -0.567 -5.655 0.046 -0.015 0.053
H -0.532 0.679 -6.796 0.056 0.016 0.006
H -1.728 1.206 -4.013 -0.021 -0.010 0.000
H -2.527 1.460 -5.569 0.002 0.000 -0.020
H -1.131 2.452 -5.108 -0.020 0.009 -0.027
H 3.017 -0.890 -4.628 0.009 0.007 -0.007
H 3.008 -0.599 -2.863 -0.028 -0.001 0.011
H 3.068 0.783 -3.988 0.007 0.001 0.001
O 5.774 1.909 -6.266 -0.129 0.048 -0.082
S 6.543 1.166 -5.317 0.185 0.005 -0.012
O 5.882 0.581 -4.192 -0.136 -0.117 0.084
O 7.749 2.060 -4.819 0.025 0.014 0.090
C 7.428 3.388 -4.318 0.007 0.229 0.006
C 6.816 3.365 -2.935 -0.015 -0.120 0.000
C 7.493 -0.065 -6.133 -0.005 -0.024 -0.034
H 6.782 3.884 -5.043 -0.026 -0.063 -0.024
H 8.388 3.897 -4.316 0.028 -0.044 -0.008
H 5.833 2.898 -2.936 -0.005 0.017 -0.013
H 6.710 4.390 -2.577 0.018 0.012 -0.002
H 7.453 2.815 -2.243 0.012 0.028 0.011
H 8.009 0.389 -6.974 0.006 -0.001 -0.001
H 6.787 -0.820 -6.475 0.003 0.001 -0.007
H 8.192 -0.493 -5.419 -0.004 -0.009 0.004
O -5.049 -2.951 7.482 0.036 -0.127 0.055
S -5.151 -1.532 7.304 -0.031 -0.003 -0.178
O -5.296 -0.711 8.467 0.015 0.091 0.133
O -6.341 -1.240 6.294 -0.067 0.093 0.012
C -7.620 -1.851 6.572 -0.138 -0.124 -0.060
C -8.367 -1.168 7.698 0.069 0.055 0.039
C -3.856 -0.930 6.293 0.118 0.012 -0.012
H -7.466 -2.912 6.772 0.055 0.010 0.028
H -8.161 -1.758 5.632 0.026 0.026 -0.016
H -7.856 -1.293 8.651 0.004 -0.016 -0.008
H -9.366 -1.599 7.777 -0.012 0.002 -0.018
H -8.458 -0.100 7.500 -0.026 -0.005 -0.011
H -3.786 -1.549 5.404 0.019 0.027 -0.024
H -2.941 -0.992 6.878 -0.013 -0.006 0.015
H -4.069 0.101 6.025 0.001 -0.003 -0.024
```
Positions in Å, forces in eV/Å.

---

Q: Among the records above, which one has the highest molar mass?
A: C13H42AlN2O17P2S5